No. 1
11
Properties=species:S:1:pos:R:3 method="wB97M-V/def2-TZVPD" homo_lumo_gap_ev=9.9 spin_multiplicity=1 smiles="C=C1CON=C1Br" fmax_ev_per_a=5.05 total_energy_ha=-2858.679664 e_homo_ev=-9.3 relative_energy_kj_mol=366.26
C 0.6518 1.6112 -0.1409
C 0.2274 0.3870 -0.0405
C 0.7953 -0.9206 0.1463
O -0.2012 -1.9678 -0.1400
N -1.4303 -1.4783 -0.1087
C -1.4618 -0.2309 -0.1209
Br -2.9189 0.8863 0.0134
H 1.7550 1.7250 0.0778
H -0.2043 2.2149 -0.3939
H 1.5618 -1.3141 -0.4664
H 1.2252 -0.9126 1.1738

***

No. 2
12
Properties=species:S:1:pos:R:3 method="wB97M-V/def2-TZVPD" homo_lumo_gap_ev="7.7 / 7.7" spin_multiplicity=1 fmax_ev_per_a=4.13 total_energy_ha=-2933.856987 e_homo_ev="-7.7 / -7.7" relative_energy_kj_mol=436.79
C -1.1949 -2.3784 -0.0423
C -0.1699 -0.4369 -0.2214
C -2.4069 -0.5190 -0.4240
C 0.3967 0.8278 -0.6056
N -0.1127 -1.6500 -0.0967
O -2.3853 -1.7367 -0.0546
O -0.0614 1.9913 0.0108
Br -3.8762 0.4954 -0.0312
H -1.1126 -3.4538 0.3561
H 1.4604 0.7462 -0.1350
H 0.2396 0.9476 -1.7122
H -0.5251 1.7421 0.7591

***

No. 3
11
Properties=species:S:1:pos:R:3 method="wB97M-V/def2-TZVPD" homo_lumo_gap_ev="4.4 / 9.1" spin_multiplicity=1 fmax_ev_per_a=5.55 total_energy_ha=-472.142206 total_charge=+2 e_homo_ev="-16.6 / -19.8" relative_energy_kj_mol=44.42
H 0.2910 -0.9609 -1.8800
O -0.4436 -2.2190 2.5899
C 0.2605 -1.5223 1.9908
C 1.1067 -0.7788 1.2955
C 0.8071 -0.5550 -0.9980
C 1.7296 -1.3550 -0.2248
H 1.7358 -0.0795 1.8473
H 2.7560 -0.9769 -0.2620
H 1.5474 -2.4243 -0.3834
O 0.1915 0.3464 -0.3254
Cd -0.7810 1.9329 -0.7408

***

No. 4
12
Properties=species:S:1:pos:R:3 method="wB97M-V/def2-TZVPD" homo_lumo_gap_ev=11.9 spin_multiplicity=1 smiles=N#CCC(Cl)(Cl)CF fmax_ev_per_a=5.17 total_energy_ha=-1229.789812 e_homo_ev=-11.5 relative_energy_kj_mol=33.00
N 0.7754 1.8254 -2.1098
C 0.5243 0.8071 -1.7421
C -0.0888 -0.3224 -1.1175
C -0.5524 -0.1765 0.3711
Cl -1.6150 1.2697 0.6088
Cl -1.5584 -1.7155 0.7010
C 0.5539 -0.0709 1.3682
F 1.4633 0.8582 0.9453
H -1.0963 -0.4380 -1.6861
H 0.4715 -1.2765 -1.0208
H 1.0560 -1.0592 1.4079
H 0.0664 0.2983 2.2740

***

No. 5
18
Properties=species:S:1:pos:R:3 method="wB97M-V/def2-TZVPD" homo_lumo_gap_ev=6.5 spin_multiplicity=1 fmax_ev_per_a=11.50 total_energy_ha=-3440.381082 total_charge=+4 e_homo_ev=-23.4 relative_energy_kj_mol=63.77
La 3.0751 2.7481 0.9155
Ga -0.2507 -0.8775 0.0801
Cl 0.9438 2.0097 -0.4896
Cl 0.9924 -1.2601 1.8640
C -0.2116 -2.1864 -1.4393
C 2.9912 3.8034 -1.0758
C 3.7393 1.1813 -0.7818
O -0.3165 -3.0657 -2.1650
O 2.9329 3.9497 -2.2261
O 4.0633 0.8093 -1.8278
N -3.9757 -0.5166 1.3709
C -2.7825 -1.0199 1.1161
N -2.6322 -2.3426 0.9006
O -1.8206 -0.1262 0.9614
H -4.8073 -1.1013 1.5963
H -4.0180 0.4996 1.5001
H -1.7225 -2.8440 0.8558
H -3.4523 -2.9002 1.2146

***

No. 6
12
Properties=species:S:1:pos:R:3 method="wB97M-V/def2-TZVPD" homo_lumo_gap_ev="7.5 / 7.4" spin_multiplicity=1 fmax_ev_per_a=4.39 total_energy_ha=-1548.505889 e_homo_ev="-8.7 / -8.5" relative_energy_kj_mol=313.49
C -0.4152 -0.8633 0.7702
C 0.8997 -0.6257 0.7294
C -1.2579 -0.1505 -0.2026
C 1.4553 0.1983 -0.2183
O -0.9717 2.1241 -1.5302
S -0.6455 1.6735 -0.2086
Cl -3.0175 -0.2623 0.2560
Cl 2.9165 1.1584 0.0851
H -0.7744 -1.5295 1.4034
H 1.5705 -1.1700 1.4337
H -0.9950 -0.4784 -1.2300
H 1.2353 -0.0746 -1.2882

***

No. 7
15
Properties=species:S:1:pos:R:3 method="wB97M-V/def2-TZVPD" homo_lumo_gap_ev="9.6 / 6.3" spin_multiplicity=1 fmax_ev_per_a=3.94 total_energy_ha=-1815.711859 e_homo_ev="-9.7 / -7.5" relative_energy_kj_mol=418.68
C -0.5779 -1.0834 -0.5407
C 0.0394 0.3421 -0.6104
C 1.1730 0.2124 0.2781
C 2.4622 -0.0613 -0.4011
N -1.4528 -1.3003 0.4541
O -0.3362 -1.8571 -1.4432
O -1.6133 -0.5849 1.4701
O 1.0603 0.2341 1.5949
Cl 3.6875 -0.1254 0.8156
Cl 2.4697 -1.5858 -1.2580
Cl 2.9540 1.2930 -1.5911
H 0.2998 0.5898 -1.5751
H -0.5181 1.1997 -0.1937
H -2.0232 -2.1163 0.5668
H 1.9669 0.1683 2.1282

***

No. 8
12
Properties=species:S:1:pos:R:3 method="wB97M-V/def2-TZVPD" homo_lumo_gap_ev=11.0 spin_multiplicity=1 smiles="C=C(C(Cl)Cl)C(Cl)Cl" fmax_ev_per_a=1.39 total_energy_ha=-1995.562378 e_homo_ev=-10.6 relative_energy_kj_mol=2.05
C 0.8268 -0.4744 1.2600
C 0.1047 -0.0857 0.2016
C 0.5990 -0.2421 -1.2168
Cl -0.5434 -1.1460 -2.2513
Cl 2.2426 -0.9135 -1.3965
C -1.2200 0.6282 0.2919
Cl -1.9899 0.4134 1.8774
Cl -1.1592 2.3877 -0.1128
H 0.6022 -0.3916 2.2990
H 1.6943 -1.0896 1.0869
H 0.7004 0.7468 -1.6174
H -1.8575 0.1669 -0.4222